Density functional theory data (wB97M-V/def2-TZVPD) for a molecular structure, C4H11N3O3.

The geometry in ORCA input format:
```
! RIJCOSX wB97M-V def2-TZVPD def2/J DEFGRID3
* xyz 0 1
O -0.92 2.10 -1.03
O 0.76 -1.76 -0.86
O 1.25 0.74 -0.72
N -1.38 -0.27 -1.53
N -0.45 1.35 -0.06
N 2.55 1.14 -0.47
C 0.62 -0.83 -0.08
C -0.84 -0.04 -0.20
C -1.78 -0.43 0.93
C 1.16 -0.89 1.33
H 1.02 0.05 1.86
H 0.65 -1.69 1.87
H 2.63 1.50 0.48
H -2.77 0.00 0.76
H -1.41 -0.07 1.89
H -1.26 1.43 -1.72
H 2.75 1.89 -1.12
H -2.25 -0.78 -1.52
H -1.86 -1.52 0.96
H 2.22 -1.11 1.27
H -0.69 -0.81 -2.06
*
```

* E_LUMO (spin up / spin down): -0.2 / -0.2 eV
* frontier orbital gap (spin up / spin down): 8.4 / 8.4 eV
* F_max: 0.03408 hartree/bohr

Atomic partial charges in e from the Mulliken method, atoms 1 to 5: -0.300 -0.736 -0.299 -0.717 -0.091